Entry 1:
{
  "formula": "C37H33BrF11N6NaO5",
  "method": "the ωB97M-V functional and the def2-TZVPD basis",
  "symbols": ["Na", "O", "C", "C", "C", "C", "C", "C", "C", "O", "N", "N", "C", "C", "Br", "C", "C", "C", "C", "C", "C", "C", "H", "H", "H", "H", "H", "H", "H", "H", "H", "H", "H", "H", "H", "H", "O", "C", "C", "C", "C", "N", "C", "C", "C", "C", "C", "C", "O", "C", "C", "N", "H", "H", "H", "H", "H", "H", "H", "H", "H", "H", "H", "H", "C", "N", "C", "C", "N", "C", "H", "H", "H", "H", "H", "H", "F", "C", "F", "H", "F", "C", "F", "F", "C", "O", "C", "F", "F", "F", "C", "F", "F", "F"],
  "coordinates": [[-1.18160, -0.99656, -0.91083], [-2.16010, 2.87090, -4.49932], [-1.36649, 3.60417, -3.81986], [-1.40738, 5.02869, -3.90141], [-0.51340, 5.83486, -3.22824], [0.48176, 5.28503, -2.42234], [0.52494, 3.89875, -2.29026], [-0.37084, 3.05634, -2.93295], [-0.34941, 1.54552, -2.73057], [-0.65747, 0.85943, -3.91204], [0.99340, 1.16219, -2.31225], [1.21609, -0.13079, -2.01944], [2.38930, -0.56127, -2.30173], [2.88131, -1.92102, -2.15285], [1.83913, -3.16677, -1.19663], [4.03506, -2.36041, -2.67937], [4.92399, -1.63705, -3.60010], [4.45941, -0.75538, -4.58169], [5.34247, -0.09540, -5.42240], [6.71006, -0.31265, -5.32170], [7.18374, -1.22037, -4.38344], [6.30062, -1.87645, -3.54159], [-1.36022, 1.43287, -4.33981], [-2.18054, 5.45654, -4.53001], [-0.58664, 6.91431, -3.33109], [1.19704, 5.91254, -1.90457], [1.29083, 3.46587, -1.65459], [-1.04292, 1.24341, -1.92588], [1.69496, 1.58593, -2.91862], [3.11048, 0.13390, -2.74109], [4.35890, -3.35510, -2.39762], [3.39329, -0.61571, -4.70757], [4.95535, 0.58500, -6.17055], [7.39800, 0.21258, -5.97230], [8.24647, -1.41812, -4.30803], [6.67550, -2.58617, -2.81261], [3.25253, 1.24062, 5.67367], [2.42806, 0.08286, 5.63363], [1.95168, -0.17540, 4.23029], [2.46617, 0.49446, 3.13323], [1.95886, 0.17033, 1.88058], [1.02703, -0.74439, 1.67711], [0.53197, -1.39547, 2.72393], [0.96544, -1.12789, 4.01948], [-0.56967, -2.37319, 2.44933], [-1.03319, -3.24142, 3.42977], [-2.12509, -4.05924, 3.15615], [-2.61895, -5.03501, 4.18867], [-1.61793, -5.98464, 4.56176], [-2.71387, -3.96776, 1.90955], [-2.17608, -3.08467, 0.97925], [-1.12391, -2.32075, 1.23853], [3.57995, 1.34394, 6.57108], [1.55781, 0.20583, 6.28835], [2.98558, -0.79389, 5.98463], [3.23042, 1.24823, 3.25241], [2.31641, 0.68359, 0.99263], [0.51962, -1.62871, 4.87040], [-0.55900, -3.30404, 4.40074], [-3.50978, -5.54675, 3.81221], [-2.89137, -4.51612, 5.10957], [-1.13586, -6.21711, 3.76042], [-3.57593, -4.56830, 1.64871], [-2.60617, -2.99305, -0.01160], [-0.98536, 3.06970, 4.42362], [-0.78665, 2.62856, 3.06535], [-0.30939, 3.37740, 2.01265], [-0.30692, 2.54058, 0.93478], [-0.77312, 1.30296, 1.29640], [-1.04890, 1.39166, 2.56714], [-0.95535, 4.15712, 4.45224], [-0.20990, 2.68149, 5.08816], [-1.95908, 2.74205, 4.78767], [-0.03593, 4.41195, 2.12931], [-0.03974, 2.76146, -0.08260], [-1.46161, 0.60125, 3.17671], [-2.34913, -3.56827, -2.87331], [-1.04582, -3.37390, -2.29133], [-0.90972, -4.62598, -1.53751], [-0.39675, -3.60103, -3.16151], [-5.16304, -1.89647, 0.71966], [-4.88948, -0.61435, 1.01173], [-4.08587, -0.63666, 2.08585], [-6.05225, -0.05912, 1.42296], [-4.19811, 0.10885, -0.20063], [-2.99509, -0.36764, -0.39198], [-5.09775, -0.10136, -1.47525], [-6.42417, 0.10170, -1.26907], [-4.72513, 0.73015, -2.45009], [-4.97775, -1.34447, -1.93509], [-4.19268, 1.65584, 0.11667], [-5.39323, 2.25631, -0.05656], [-3.84955, 1.90390, 1.39747], [-3.32239, 2.29469, -0.65254]],
  "atomic_forces_ev_per_a": [[1.154, -0.634, -0.331], [0.021, -0.059, 0.022], [-0.016, -0.040, 0.008], [0.044, 0.042, 0.024], [-0.015, -0.024, 0.001], [-0.005, 0.008, -0.018], [0.003, -0.014, -0.029], [-0.006, 0.031, 0.053], [0.145, 0.014, -0.001], [-0.081, 0.089, -0.141], [0.034, 0.232, 0.314], [-0.008, -0.181, -0.343], [0.010, 0.102, -0.026], [-0.104, -0.080, 0.184], [0.098, 0.236, 0.199], [0.081, 0.045, -0.064], [0.048, 0.022, 0.012], [-0.020, -0.056, -0.084], [0.019, -0.003, -0.013], [-0.016, 0.003, 0.037], [0.001, 0.000, -0.018], [0.013, 0.006, 0.026], [0.025, -0.038, 0.069], [0.007, -0.006, -0.018], [-0.003, 0.005, -0.010], [0.001, -0.004, 0.012], [-0.021, -0.013, 0.030], [0.067, 0.141, -0.039], [-0.034, -0.074, -0.038], [-0.044, -0.036, 0.069], [-0.010, -0.022, -0.068], [0.045, 0.014, -0.023], [-0.010, 0.004, 0.004], [-0.002, -0.014, -0.020], [0.001, 0.004, 0.010], [0.004, 0.018, 0.011], [-0.007, 0.005, 0.043], [0.018, 0.003, -0.013], [-0.027, 0.017, 0.011], [-0.018, -0.008, 0.001], [0.101, -0.037, -0.013], [0.289, -0.373, -0.167], [0.019, -0.058, -0.049], [-0.034, 0.034, 0.071], [-0.082, 0.028, 0.040], [-0.004, -0.033, 0.052], [0.017, 0.001, 0.009], [0.017, -0.002, -0.006], [0.012, 0.005, -0.002], [0.021, 0.018, 0.012], [0.075, -0.074, -0.090], [-0.096, 0.077, 0.001], [-0.008, -0.006, -0.034], [-0.010, 0.001, 0.008], [0.007, 0.001, 0.006], [-0.012, 0.030, -0.023], [-0.006, -0.001, 0.012], [0.008, -0.020, -0.011], [0.013, -0.011, -0.009], [-0.008, -0.001, -0.004], [-0.007, -0.006, 0.007], [-0.016, -0.003, 0.007], [0.001, -0.006, -0.010], [0.056, -0.032, -0.037], [0.029, -0.039, 0.013], [-0.044, 0.058, -0.003], [0.062, -0.011, 0.034], [-0.137, -0.034, 0.063], [-0.074, 0.210, -0.134], [-0.107, -0.010, -0.049], [-0.012, 0.003, 0.001], [0.028, 0.004, -0.009], [-0.007, -0.001, -0.010], [-0.011, 0.015, -0.004], [0.030, 0.043, -0.041], [-0.028, 0.018, 0.012], [-0.069, -0.069, -0.054], [-0.514, 0.267, 0.105], [0.121, -0.099, 0.143], [0.068, 0.026, 0.003], [-0.063, -0.108, -0.063], [0.059, 0.078, -0.038], [0.100, -0.028, 0.067], [-0.111, 0.084, 0.048], [-0.021, -0.031, 0.041], [-1.085, 0.428, 0.288], [0.086, -0.047, 0.097], [-0.154, 0.016, 0.046], [0.025, 0.096, -0.078], [0.043, -0.123, -0.043], [0.014, -0.065, -0.087], [-0.139, 0.043, -0.045], [0.074, -0.018, 0.156], [0.096, 0.032, -0.069]],
  "lowdin_charge": [0.24, -0.10, -0.40, -0.05, -0.15, -0.16, -0.11, -0.10, -0.35, -0.02, -0.01, 0.08, -0.20, -0.63, 0.86, -0.14, -0.22, -0.04, -0.09, -0.11, -0.11, -0.05, 0.06, 0.09, 0.08, 0.07, 0.09, 0.14, 0.13, 0.11, 0.09, 0.12, 0.10, 0.09, 0.09, 0.11, -0.07, -0.22, -0.21, 0.00, -0.12, 0.13, -0.22, 0.01, -0.19, 0.02, -0.21, -0.22, -0.07, 0.01, -0.09, 0.16, 0.08, 0.12, 0.12, 0.11, 0.11, 0.11, 0.11, 0.11, 0.12, 0.09, 0.12, 0.11, -0.03, -0.13, -0.07, -0.12, 0.10, -0.19, 0.08, 0.08, 0.09, 0.10, 0.07, 0.14, -0.21, -0.33, -0.27, 0.00, 0.15, -0.53, 0.14, 0.13, -0.37, -0.15, -0.54, 0.12, 0.17, 0.16, -0.53, 0.13, 0.13, 0.17],
  "gap_ev": 4.16,
  "relative_energy_kj_mol": 0.00,
  "homo_ha": -0.0369,
  "total_charge": -2
}

Entry 2:
{
  "formula": "C3H3ClF2OS",
  "method": "the ωB97M-V functional and the def2-TZVPD basis",
  "symbols": ["C", "C", "C", "O", "F", "F", "S", "Cl", "H", "H", "H"],
  "coordinates": [[0.09217, 0.54901, 1.97591], [-0.45906, 0.49489, -0.46010], [0.80170, -0.23331, -1.11263], [1.04035, 1.14818, 2.33876], [0.79959, -1.58472, -0.85433], [0.78443, -0.08027, -2.47800], [-2.02874, -0.27558, -0.55603], [-0.96203, -0.32882, 2.88795], [-0.35603, 1.64033, -0.34911], [1.73397, 0.23054, -0.61005], [-1.44634, -1.56025, -0.78237]],
  "atomic_forces_ev_per_a": [[1.855, 1.201, -2.996], [1.548, 0.473, 1.545], [-0.373, 1.528, 1.768], [-0.353, -0.117, -0.112], [-0.140, 0.815, -0.235], [0.192, -0.094, 0.936], [1.508, -1.175, -0.482], [-1.622, -1.238, 1.170], [-0.456, -2.147, -0.633], [-1.236, -0.825, -1.268], [-0.922, 1.581, 0.308]],
  "nbo_charge": [0.42, -0.48, 0.52, -0.51, -0.35, -0.34, 0.09, 0.05, 0.26, 0.16, 0.17],
  "gap_ev": [8.02, 7.57],
  "relative_energy_kj_mol": 231.86,
  "homo_ha": [-0.3112, -0.3006]
}